[1]
C4H11N2O | ωB97M-V with the def2-TZVPD basis set

```
18
Properties=species:S:1:pos:R:3:lowdin_spin:R:1
C 0.3655 -0.9819 -0.0554 0.821
C 3.3946 0.6887 0.2737 0.020
C -3.3433 -0.6120 -0.4671 0.045
C 2.8177 -0.7054 0.1964 0.057
N -2.2680 -0.4638 0.5379 0.450
N 1.4730 -0.6986 0.0474 0.362
O -1.7261 0.8609 0.6046 0.044
H -2.4692 1.4525 0.8314 0.012
H -0.9655 -0.8750 0.1343 0.117
H 4.4977 0.5150 0.5709 0.002
H 3.1955 1.2608 -0.6729 0.000
H 2.9087 1.2574 1.0579 0.001
H -3.6607 -1.6631 -0.5420 0.002
H -4.2814 0.0321 -0.2285 0.031
H -3.0480 -0.4406 -1.6219 0.007
H 2.9482 -1.2606 1.0762 -0.001
H 3.1688 -1.2137 -0.6425 0.020
H -2.4098 -0.6060 1.5671 0.011
```

## Properties
F_max ... 0.167 hartree/bohr
Spin multiplicity ... 3
Charge ... +1
LUMO (alpha / beta) ... -3.4 / -9.4 eV
Kohn-Sham gap (alpha / beta) ... 5.69 / 5.23 eV
Highest occupied orbital energy (alpha / beta) ... -9.1 / -14.6 eV
Energy above the lowest of the compared OMol25 structures with the same formula, charge and spin ... 143.9 kcal per mole


[2]
C4H11N2O | ωB97M-V with the def2-TZVPD basis set

```
18
Properties=species:S:1:pos:R:3:lowdin_spin:R:1
O 0.2471 1.6764 0.6282 -0.056
C -0.5034 0.8546 0.1275 0.008
C -0.1841 0.1710 -1.1026 0.056
C -0.7760 -1.0989 -1.6406 0.037
C -0.3200 -2.4292 -1.0195 0.110
N 1.0968 -2.5773 -0.8164 0.733
N 0.3002 4.0408 3.0926 0.011
H -1.4388 0.4902 0.5970 -0.001
H 0.6993 0.5758 -1.5938 0.003
H -0.5233 -1.1411 -2.7011 0.000
H -1.8556 -1.0894 -1.4477 0.002
H -0.6137 -3.3095 -1.5934 0.008
H -0.8415 -2.4614 -0.0423 0.055
H 1.6660 -1.7367 -0.7017 0.016
H 1.6201 -3.3942 -1.1341 0.015
H 1.2591 4.4030 2.9694 0.000
H 0.2158 3.6194 4.0324 0.001
H -0.0479 3.4063 2.3461 0.001
```

## Properties
F_max ... 0.033 hartree/bohr
Spin multiplicity ... 2
Charge ... +2
LUMO (alpha / beta) ... -12.9 / -13.2 eV
Kohn-Sham gap (alpha / beta) ... 3.06 / 2.60 eV
Highest occupied orbital energy (alpha / beta) ... -16.0 / -15.8 eV
Energy above the lowest of the compared OMol25 structures with the same formula, charge and spin ... 126.9 kcal per mole